*one*
The following is a quantum chemistry calculation of a 3-piece molecular cluster, C4H14NO3 overall, from the OMol25 dataset.

Values from the calculation:
HOMO level (Ha): -0.1287
Net charge: -1
E_LUMO (hartree): 0.1389

Geometry as XYZ:
```
22
Properties=species:S:1:pos:R:3:nbo_charge:R:1
C -0.11575 -1.69264 -0.12829 -0.41
N -0.13456 -0.91281 1.10299 -0.66
C -2.11698 0.39420 0.45718 -0.64
C -0.69736 0.44027 1.02575 -0.07
C 0.14671 1.48574 0.18512 -0.04
O 1.49950 1.29332 0.16925 -0.95
H -1.13157 -1.81700 -0.51423 0.17
H 0.37355 -1.11687 -0.93224 0.15
H 0.39579 -2.63819 -0.00244 0.20
H 0.84796 -0.81072 1.34361 0.39
H -2.58801 1.37249 0.53683 0.20
H -2.68008 -0.40783 0.94347 0.20
H -2.11891 0.12921 -0.59994 0.19
H -0.71323 0.76082 2.07094 0.17
H -0.01253 2.41954 0.76112 0.12
H -0.30039 1.45909 -0.82956 0.07
H -1.91282 0.70119 -2.36940 0.47
H -0.82116 -0.31729 -2.27559 0.48
O -1.62309 -0.12184 -2.77247 -0.95
H 3.20091 -0.56320 1.37645 0.44
H 2.26283 0.04233 0.30280 0.50
O 2.87598 -0.79643 0.48906 -1.05
```

*two*
The following is a quantum chemistry calculation of C4H14NO3 as an isolated structure, from the OMol25 dataset.

Values from the calculation:
HOMO level (Ha): -0.1525
Net charge: -1
E_LUMO (hartree): 0.1328

Geometry as XYZ:
```
22
Properties=species:S:1:pos:R:3:nbo_charge:R:1
C -1.26967 1.57464 -1.85294 -0.41
N -1.17560 0.59788 -0.76850 -0.45
C -0.86895 1.28636 0.50361 -0.44
C -0.13336 -0.41575 -0.96237 -0.28
C -0.73121 -1.79760 -0.50200 -0.04
O 0.14910 -2.52325 0.26710 -0.84
H -0.43680 2.24992 -2.00909 0.16
H -2.22596 2.13505 -1.67497 0.18
H -1.45167 1.10450 -2.81807 0.19
H -1.66012 1.79819 1.11266 0.19
H -0.09564 2.03382 0.33695 0.16
H -0.36615 0.39237 1.12208 0.25
H -0.08817 -0.62046 -2.09851 0.16
H 0.93491 -0.33694 -0.74976 0.22
H -1.08756 -2.16713 -1.46059 0.13
H -1.60571 -1.65030 0.17754 0.13
H 2.19797 1.11157 1.70930 0.46
H 2.72275 -0.13177 2.35488 0.51
O 3.03603 0.70419 1.98098 -0.99
H 0.67597 -1.87975 1.08317 0.50
H 1.97084 -2.08809 2.33109 0.43
O 1.50900 -1.37745 1.91743 -1.18
```

Energies relative to the most stable structure are *one* 0.0000; *two* 0.0449, reported in hartree.

*one*
The following is a quantum chemistry calculation of a 3-piece molecular cluster, C4H14NO3 overall, from the OMol25 dataset.

Values from the calculation:
HOMO level (Ha): -0.1564
Net charge: -1
E_LUMO (hartree): 0.1488

Geometry as XYZ:
```
22
Properties=species:S:1:pos:R:3:nbo_charge:R:1
C -0.90508 2.14302 -0.51865 -0.45
N -0.55393 1.63938 0.83329 -0.64
C -1.46910 0.57272 1.23829 -0.21
C -1.62548 -0.62432 0.35812 -0.46
C -0.30865 -1.42997 0.15844 -0.03
O 0.71133 -0.56495 -0.12643 -0.91
H -1.96275 2.53088 -0.36460 0.18
H -0.62166 1.58391 -1.42380 0.22
H -0.43110 3.14554 -0.59233 0.18
H 0.36096 1.26132 0.86046 0.39
H -2.52040 0.91467 1.55319 0.16
H -1.03780 0.20737 2.23332 0.17
H -2.41625 -1.32182 0.60047 0.19
H -1.94464 -0.13356 -0.57533 0.19
H -0.11219 -2.12835 0.95403 0.14
H -0.58776 -2.14228 -0.74526 0.10
H 2.96208 -0.21640 1.63845 0.44
H 1.94101 -0.97733 0.53289 0.51
O 2.81156 -1.02550 1.10731 -1.06
H 0.64680 -0.82201 -1.60525 0.51
H 1.64819 -0.80304 -2.85096 0.44
O 0.74358 -0.52063 -2.68305 -1.05
```

*two*
The following is a quantum chemistry calculation of a 3-piece molecular cluster, C4H14NO3 overall, from the OMol25 dataset.

Values from the calculation:
HOMO level (Ha): -0.1605
Net charge: -1
E_LUMO (hartree): 0.1430

Geometry as XYZ:
```
22
Properties=species:S:1:pos:R:3:nbo_charge:R:1
C -1.20479 1.27373 -0.83212 -0.06
O -0.15157 0.64867 -1.55162 -0.80
C -2.24424 0.23159 -0.42375 -0.42
C -1.80619 -0.47863 0.85810 -0.40
C -0.35340 -0.93801 0.95658 -0.24
N -0.07608 -2.05550 0.01162 -0.86
H -0.84784 1.83513 0.03471 0.16
H -1.61693 2.04602 -1.50460 0.14
H -3.17717 0.76052 -0.21252 0.18
H -2.36095 -0.37699 -1.32390 0.21
H -1.89552 0.26546 1.66376 0.18
H -2.45691 -1.30278 1.14519 0.19
H -0.22772 -1.31621 1.97703 0.16
H 0.35372 -0.13820 0.73452 0.23
H 0.04210 -1.61051 -0.89541 0.37
H 0.87828 -2.34627 0.21668 0.34
H 3.99493 -0.72129 1.01204 0.44
H 3.53393 0.38018 0.07717 0.52
O 4.28446 -0.29696 0.19275 -1.02
H 0.69789 1.03969 -1.20738 0.53
H 2.51991 1.94075 -0.66098 0.42
O 2.11410 1.15959 -0.26788 -1.28
```

Energies relative to the most stable structure are *one* 0.0421; *two* 0.0000, reported in hartree.

*one*
The following is a quantum chemistry calculation of a single C4H5NO3 molecule, from the OMol25 dataset.

Values from the calculation:
HOMO level (Ha): -0.3353
SMILES: O=c1[nH]cc(CO)o1
E_LUMO (hartree): 0.0222

Geometry as XYZ:
```
13
Properties=species:S:1:pos:R:3:nbo_charge:R:1
C 0.80523 1.72971 -0.93214 -0.11
C 0.09825 0.46921 -0.61543 0.20
C 0.33188 -0.72538 -1.11323 -0.08
C -1.08625 -0.90625 0.80286 0.90
H 2.36692 2.64665 -0.16749 0.47
H 1.14306 1.33486 -1.92689 0.18
H 0.29431 2.66843 -0.97273 0.20
H 1.10730 -0.83567 -2.06599 0.24
H -0.23854 -2.78478 -0.23478 0.42
N -0.07885 -1.71362 0.04208 -0.67
O 1.90538 1.80362 0.00104 -0.71
O -1.89623 -1.42673 1.52324 -0.56
O -0.63613 0.31836 0.50333 -0.47
```

*two*
The following is a quantum chemistry calculation of a single C4H5NO3 molecule, from the OMol25 dataset.

Values from the calculation:
HOMO level (Ha): -0.3560
SMILES: O=CN1CC(=O)CO1
E_LUMO (hartree): 0.0261

Geometry as XYZ:
```
13
Properties=species:S:1:pos:R:3:nbo_charge:R:1
C -1.68311 -0.44562 -0.38394 0.50
C 0.63693 -1.08132 0.40729 -0.32
C 1.26800 0.20995 -0.18830 0.56
C 0.34494 1.35455 0.09452 -0.23
H -1.70118 -1.30411 -0.98708 0.11
H 1.01197 -1.29649 1.37131 0.23
H 0.74741 -1.86538 -0.25812 0.22
H 0.95089 2.24519 0.30850 0.24
H -0.33486 1.59275 -0.83724 0.24
N -0.70024 -0.53030 0.52385 -0.15
O -2.48162 0.42239 -0.56813 -0.57
O 2.29506 0.06918 -0.71242 -0.50
O -0.35420 0.62923 1.22977 -0.34
```

Energies relative to the most stable structure are *one* 0.0000; *two* 0.0325, reported in hartree.